[1]
Computed, not measured: the molecule C4H10N2 at a distorted geometry, with ωB97M-V/def2-TZVPD.

total charge = 0
E = -267.84082 hartree
orbital gap = 8.26 eV

Last column: Mulliken charge in e.
Element x y z (Å)
C: 0.073 0.809 -1.719  -1.095
C: 0.416 -0.187 -0.814  0.473
N: 0.315 -1.462 -1.273  -0.396
C: 0.896 0.229 0.567  -0.876
C: -0.191 -0.127 1.599  -0.272
N: -1.395 0.724 1.404  -0.616
H: -0.924 0.844 -2.160  0.300
H: 0.713 1.669 -1.860  0.294
H: 0.211 -2.237 -0.638  0.196
H: 0.328 -1.595 -2.267  0.248
H: 1.817 -0.335 0.781  0.368
H: 1.226 1.265 0.588  0.333
H: -0.582 -1.115 1.362  0.236
H: 0.359 -0.171 2.537  0.295
H: -1.231 1.362 0.630  0.264
H: -1.529 1.309 2.224  0.249

=====

[2]
Computed, not measured: a cluster of 2 separate species, C4H10N2 in total at a distorted geometry, with ωB97M-V/def2-TZVPD.

total charge = 0
E = -267.86322 hartree
orbital gap = 9.04 eV

Last column: Mulliken charge in e.
Element x y z (Å)
C: 0.371 1.436 -1.471  -1.030
C: 0.744 1.241 -0.193  0.916
C: 1.380 -0.058 0.234  -1.400
N: 0.638 2.193 0.800  -0.467
H: -0.110 2.339 -1.817  0.274
H: 0.668 0.681 -2.183  0.250
H: 0.969 -0.466 1.153  0.377
H: 2.451 0.131 0.362  0.407
H: 1.287 -0.765 -0.583  0.272
H: 1.184 2.052 1.633  0.208
H: 0.487 3.142 0.538  0.198
C: -2.186 -2.601 0.295  -0.268
N: -0.999 -2.178 0.255  -0.427
H: -2.560 -3.017 1.228  0.249
H: -2.857 -2.620 -0.566  0.209
H: -0.792 -1.632 -0.574  0.230

=====

[3]
Computed, not measured: the molecule C4H10N2 at a distorted geometry, with ωB97M-V/def2-TZVPD.

total charge = 0
E = -267.79445 hartree
orbital gap = 9.39 eV

Last column: Mulliken charge in e.
Element x y z (Å)
C: 2.290 -0.403 -0.235  -0.607
C: 1.384 -0.356 0.710  -0.149
N: 0.194 0.714 0.738  0.111
N: 0.255 1.691 -0.206  -0.559
C: -1.198 0.264 0.817  -0.581
C: -1.584 -0.662 -0.372  -1.012
H: 3.242 -0.899 -0.281  0.285
H: 2.106 -0.104 -1.301  0.170
H: 1.686 -0.751 1.703  0.243
H: 0.177 1.664 -1.180  0.160
H: 0.926 2.434 -0.101  0.190
H: -1.731 1.125 0.783  0.401
H: -1.456 -0.173 1.750  0.375
H: -2.409 -1.296 -0.095  0.349
H: -1.802 -0.199 -1.352  0.295
H: -0.773 -1.278 -0.624  0.329

=====

[4]
Computed, not measured: a cluster of 2 separate species, C4H10N2 in total at a distorted geometry, with ωB97M-V/def2-TZVPD.

total charge = 0
E = -267.73299 hartree
orbital gap (spin up / spin down) = 8.34 / 8.34 eV

Last column: Mulliken charge in e.
Element x y z (Å)
C: -0.866 -0.321 -0.379  -0.109
C: -1.223 -1.740 -0.113  -1.116
C: 1.476 -0.020 -0.520  -1.210
N: -1.121 0.631 0.523  0.003
C: 0.612 1.926 0.574  -0.436
N: -0.628 1.874 0.155  -0.595
H: -1.007 0.359 1.506  0.330
H: -0.875 0.051 -1.395  0.488
H: -2.242 -1.962 -0.443  0.322
H: -0.548 -2.389 -0.674  0.320
H: 1.650 -0.849 0.167  0.292
H: 2.335 0.650 -0.502  0.409
H: 1.417 -0.376 -1.548  0.307
H: -1.142 -1.988 0.947  0.325
H: 1.203 2.772 0.243  0.369
H: 0.958 1.382 1.460  0.301

=====

[5]
Computed, not measured: a cluster of 2 separate species, C4H10N2 in total at a distorted geometry, with ωB97M-V/def2-TZVPD.

total charge = 0
E = -267.78516 hartree
orbital gap = 10.53 eV

Last column: Mulliken charge in e.
Element x y z (Å)
C: -2.534 -0.357 -1.096  -0.120
N: -2.055 -1.268 -1.875  -0.382
C: -0.668 -1.718 -1.462  -0.604
H: -3.601 0.090 -1.140  0.242
H: -1.972 -0.214 -0.096  0.134
H: -0.067 -2.305 -2.090  0.353
H: -0.732 -2.373 -0.579  0.315
H: -0.140 -0.852 -1.229  0.054
C: 2.115 0.558 0.504  0.094
N: 2.160 0.921 1.725  -0.351
C: 1.007 1.796 2.047  -0.625
H: 3.001 0.112 -0.105  0.248
H: 1.086 0.416 0.080  -0.133
H: 1.383 2.619 2.716  0.261
H: 0.180 1.053 2.476  0.243
H: 0.602 2.205 1.059  0.271

=====

[6]
Computed, not measured: the molecule C4H10N2, with ωB97M-V/def2-TZVPD.

total charge = 0
E = -267.86320 hartree
orbital gap = 9.71 eV

Last column: Mulliken charge in e.
Element x y z (Å)
C: -0.901 0.137 -1.995  -0.823
N: -0.350 0.828 -0.846  -0.490
C: -0.339 0.035 0.371  0.165
C: 0.421 0.693 1.539  -0.590
N: 1.583 -0.172 1.248  -0.498
C: 0.756 -1.076 0.409  -0.510
H: -1.003 0.862 -2.827  0.325
H: -0.205 -0.654 -2.360  0.243
H: -1.908 -0.334 -1.820  0.293
H: -0.852 1.682 -0.661  0.234
H: -1.347 -0.328 0.646  0.345
H: 0.669 1.740 1.389  0.329
H: -0.066 0.528 2.519  0.231
H: 1.957 -0.606 2.067  0.225
H: 0.395 -2.021 0.891  0.216
H: 1.192 -1.315 -0.569  0.304

=====

[7]
Computed, not measured: a cluster of 2 separate species, C4H10N2 in total at a distorted geometry, with ωB97M-V/def2-TZVPD.

spin multiplicity = 2
total charge = +1
E = -267.51061 hartree
orbital gap (spin up / spin down) = 8.67 / 4.00 eV
<S²> = 0.7571

Last column: Mulliken charge in e.
Element x y z (Å)
C: 1.846 -0.404 -0.813  -0.945
C: 0.600 0.177 -1.203  0.479
C: 0.291 1.375 -1.833  -0.495
H: 2.027 -1.503 -0.845  0.338
H: 2.152 -0.122 0.222  0.301
H: 2.663 0.028 -1.424  0.358
H: -0.369 -0.252 -0.831  0.242
H: -0.688 1.844 -1.743  0.306
H: 1.084 1.929 -2.479  0.274
N: -1.544 -1.492 1.420  -0.402
C: -1.393 -0.068 1.409  -0.110
N: -0.534 0.500 2.142  -0.608
H: -0.925 -1.904 2.096  0.260
H: -2.040 -1.872 0.629  0.249
H: -2.265 0.344 0.899  0.478
H: -0.905 1.420 2.352  0.276

=====

[8]
Computed, not measured: the ion C4H10N2 with charge +1 at a distorted geometry, with ωB97M-V/def2-TZVPD.

spin multiplicity = 2
total charge = +1
E = -267.55825 hartree
orbital gap (spin up / spin down) = 9.11 / 5.19 eV
<S²> = 0.7641

Last column: Mulliken charge in e.
Element x y z (Å)
C: -1.557 1.029 -0.019  -0.526
C: -0.858 -0.022 -0.906  -0.775
C: 0.687 -0.365 -0.680  -0.271
C: 1.554 -0.192 0.331  0.291
N: 2.786 -0.965 0.273  -0.324
N: -1.784 0.578 1.382  -0.540
H: -0.941 2.032 -0.163  0.244
H: -2.634 1.259 -0.381  0.335
H: -0.905 0.380 -1.891  0.429
H: -1.459 -0.967 -0.967  0.361
H: 1.079 -0.876 -1.520  0.267
H: 1.319 0.101 1.335  0.377
H: 3.066 -1.336 -0.688  0.304
H: 3.566 -0.615 0.899  0.327
H: -2.762 0.234 1.483  0.295
H: -1.158 -0.275 1.511  0.207

=====

[9]
Computed, not measured: a cluster of 2 separate species, C4H10N2 in total at a distorted geometry, with ωB97M-V/def2-TZVPD.

spin multiplicity = 2
total charge = +1
E = -267.51838 hartree
orbital gap (spin up / spin down) = 7.69 / 4.30 eV
<S²> = 0.7529

Last column: Mulliken charge in e.
Element x y z (Å)
C: 0.612 -1.703 0.959  -0.957
C: -0.179 -1.271 -0.200  0.479
C: -0.520 -2.204 -1.170  -0.597
H: 0.558 -1.075 1.847  0.312
H: 1.669 -1.844 0.683  0.345
H: 0.289 -2.696 1.297  0.402
H: -0.186 -0.207 -0.429  0.359
H: -0.845 -1.945 -2.176  0.321
H: -0.824 -3.221 -0.926  0.338
N: 0.305 1.806 0.950  -0.585
C: -0.251 2.220 -0.312  -0.095
N: 0.487 2.807 -1.149  -0.620
H: -0.442 1.619 1.608  0.260
H: 0.771 2.642 1.296  0.283
H: -1.327 2.021 -0.347  0.486
H: -0.119 3.054 -1.931  0.270

=====

[10]
Computed, not measured: a cluster of 2 separate species, C4H10N2O in total at a distorted geometry, with ωB97M-V/def2-TZVPD.

total charge = 0
E = -343.01184 hartree
orbital gap = 10.09 eV

Last column: Mulliken charge in e.
Element x y z (Å)
H: 2.277 1.611 -0.201  0.242
N: 2.275 0.643 -0.540  -0.709
C: 1.046 0.316 -0.888  0.244
C: 0.818 -1.026 -1.531  -0.994
H: 0.368 1.107 -1.270  0.288
H: 1.465 -1.782 -1.080  0.288
H: -0.223 -1.321 -1.396  0.308
H: 0.996 -0.942 -2.604  0.338
C: -2.340 1.224 0.127  -0.262
N: -1.815 0.088 0.356  -0.271
O: -0.330 0.318 0.932  -0.228
C: 0.061 -0.711 1.841  -0.652
H: -1.847 2.177 0.384  0.304
H: -3.313 1.272 -0.390  0.280
H: -0.697 -1.484 2.000  0.311
H: 0.322 -0.245 2.793  0.250
H: 0.935 -1.246 1.464  0.264

=====

[11]
Computed, not measured: the molecule C4H10N2O at a distorted geometry, with ωB97M-V/def2-TZVPD.

total charge = 0
E = -343.08605 hartree
orbital gap = 9.50 eV

Last column: Mulliken charge in e.
Element x y z (Å)
N: 0.366 -1.212 -2.335  -0.632
C: 0.675 -0.766 -0.918  -0.319
C: -0.304 -0.892 0.328  -0.738
C: -1.187 0.350 0.706  -0.411
C: -0.355 1.686 0.663  0.291
N: 0.575 1.714 1.583  -0.398
O: -0.506 2.511 -0.260  -0.548
H: -0.301 -1.994 -2.480  0.193
H: 1.083 -1.582 -3.000  0.228
H: 0.766 0.267 -1.051  0.259
H: 1.791 -1.075 -0.886  0.237
H: 0.336 -1.094 1.272  0.251
H: -0.837 -1.793 0.339  0.475
H: -1.526 0.165 1.759  0.298
H: -2.019 0.545 0.013  0.277
H: 0.445 2.358 2.462  0.276
H: 0.998 0.809 1.806  0.260

=====

[12]
Computed, not measured: a cluster of 2 separate species, C4H10N2O in total at a distorted geometry, with ωB97M-V/def2-TZVPD.

total charge = 0
E = -343.14465 hartree
orbital gap = 9.76 eV

Last column: Mulliken charge in e.
Element x y z (Å)
C: -1.376 -0.666 -0.179  -1.104
N: -0.056 -0.176 0.162  0.215
C: 0.944 -1.214 0.009  -1.105
C: -0.030 0.391 1.494  -1.170
H: -1.368 -1.018 -1.209  0.341
H: -2.093 0.150 -0.096  0.349
H: -1.702 -1.489 0.475  0.354
H: 0.935 -1.564 -1.021  0.342
H: 0.767 -2.071 0.677  0.355
H: 1.927 -0.799 0.227  0.349
H: -0.758 1.200 1.556  0.353
H: 0.964 0.792 1.696  0.353
H: -0.268 -0.349 2.274  0.357
N: 0.666 2.362 -1.260  -0.582
C: 0.469 1.342 -1.851  0.758
O: 0.339 0.532 -2.667  -0.452
H: 0.640 2.575 -0.288  0.288